1.
The following is a quantum chemistry calculation of a molecular structure, C54H60Br2F6N2O28PS2, from the Open Molecules 2025 dataset.

- Orbital gap: 6.838 eV
- LUMO: -4.003 eV

Geometry as ORCA input:
```
! RIJCOSX wB97M-V def2-TZVPD def2/J DEFGRID3
* xyz 1 1
Br -6.05 1.67 0.16
Br -3.05 2.88 -0.05
S -2.31 2.74 -3.56
S 1.38 -3.16 -2.37
P -0.16 -2.58 -3.38
F 1.19 1.84 -2.44
F 0.12 4.03 -4.05
F -0.53 4.03 -1.72
F -2.57 5.93 -2.17
F -2.33 5.69 -4.65
F -0.53 6.43 -3.28
O -2.21 -1.63 -1.48
O 6.21 9.37 -1.16
O -3.78 -3.61 13.81
O 3.73 -1.99 -4.55
O -6.29 -2.19 11.88
O 7.21 -0.03 -8.60
O -3.55 -4.80 11.35
O 5.82 0.36 -6.27
O 0.40 -0.78 1.26
O -2.32 2.73 -5.14
O 1.34 -2.18 -7.14
O -10.68 -5.09 12.61
O -2.39 -2.08 3.54
O -3.72 3.43 -3.29
O 0.61 1.21 5.14
O -0.74 1.54 7.51
O 8.08 5.97 -4.78
O 10.21 3.26 -7.00
O 8.86 3.59 -4.63
O -2.42 -0.50 9.72
O -3.78 -1.69 5.88
O 6.54 10.31 -3.72
O -1.54 -1.50 -6.24
O 7.67 5.01 -2.25
O -9.29 -5.48 10.28
O -7.64 -1.87 14.25
O -2.57 0.67 12.20
O 2.49 -2.19 1.24
N -2.80 0.17 -3.86
N -3.57 -2.27 -3.15
C -8.86 -4.57 11.22
C 7.64 0.88 -7.66
C 5.03 -1.47 -4.04
C 6.62 8.57 -1.99
C -2.97 -2.67 10.47
C -7.29 -2.88 12.04
C 8.41 2.70 -5.59
C -4.85 1.04 -1.37
C 1.79 -1.15 1.72
C -9.19 -3.48 13.49
C 0.22 -3.11 -7.34
C -0.95 0.26 -2.32
C 2.50 -2.96 -6.65
C -1.05 3.99 -3.09
C 9.21 2.57 -6.84
C 6.84 1.03 -6.41
C -2.83 -0.68 12.03
C 3.71 -2.05 -6.02
C 7.39 6.32 -2.56
C 7.32 8.16 -4.32
C 2.26 1.16 -4.85
C -2.37 1.08 -2.71
C 8.75 1.61 -7.85
C -1.96 -1.17 4.49
C -1.19 0.65 6.56
C 0.64 0.80 -4.60
C 5.50 -2.26 -2.65
C -3.17 -1.45 13.07
C -2.57 -1.36 -3.80
C -1.73 5.51 -3.31
C -3.31 -3.44 11.51
C -3.42 1.50 -1.53
C -0.39 0.52 5.30
C -7.75 -3.85 11.02
C 6.84 9.00 -3.40
C 6.92 7.17 -1.64
C -2.43 -2.07 -5.24
C -0.85 -0.44 4.29
C 7.63 6.76 -3.96
C -1.36 -1.34 -2.64
C -8.09 -2.76 13.29
C -3.45 -2.88 12.88
C -1.27 -2.42 -7.36
C -2.29 -0.07 6.75
C -5.59 0.03 -2.37
C -2.76 -1.02 5.73
C -0.60 0.59 -0.72
C 0.47 0.62 -2.99
C -9.66 -4.43 12.47
C -2.27 -4.15 -0.84
C -1.69 -2.61 -0.55
C 7.31 1.97 -5.39
C -2.72 -1.24 10.66
C 0.69 -0.12 -0.06
H 6.39 -0.42 -8.23
H -10.11 -5.88 10.65
H 4.91 -1.87 -1.69
H 0.44 -0.14 -5.25
H -2.11 -4.50 -1.94
H 6.72 2.06 -4.49
H -0.54 -2.60 -0.34
H 9.68 3.99 -5.01
H -1.98 0.34 -4.51
H -3.56 0.52 -4.52
H -3.52 -1.99 -5.73
H 2.23 -3.77 -5.84
H 1.27 -0.23 -2.74
H 6.64 -1.97 -2.45
H 0.38 -3.60 -8.42
H 2.59 0.81 -5.94
H 3.75 -0.97 -6.53
H -6.77 0.25 -2.30
H -1.80 -4.90 -0.03
H -4.46 -2.16 -3.72
H 0.19 -4.00 -6.58
H 1.27 -0.91 -0.68
H 1.49 0.72 0.22
H -2.87 -3.07 9.47
H -0.26 -0.54 3.39
H -3.26 -1.05 14.07
H -1.50 0.33 0.01
H 0.06 1.69 -5.09
H -2.34 1.00 11.31
H -5.39 0.08 -3.51
H -3.43 -4.10 -0.55
H 2.98 -3.52 -7.59
H 0.08 1.94 7.14
H -0.44 1.77 -0.54
H -2.18 -2.34 0.51
H 4.73 -2.59 -6.34
H 7.48 8.46 -5.34
H 2.50 2.29 -4.67
H -7.16 -3.94 10.12
H -2.25 -3.25 -5.23
H -3.77 -5.13 12.24
H 5.42 -3.43 -2.75
H -3.21 -2.47 3.92
H 0.38 -2.24 -4.70
H 7.99 4.60 -3.08
H -3.29 -3.27 -3.30
H -6.82 -1.47 13.87
H 4.92 -0.33 -3.72
H -0.92 -3.82 -3.62
H -5.51 -1.06 -1.90
H 9.34 1.51 -8.75
H 2.86 0.53 -4.05
H -2.88 0.01 7.66
H -2.05 -3.31 -7.40
H -1.47 -1.80 -8.36
H 6.22 10.72 -2.89
H 5.88 -1.50 -4.84
H 2.32 -0.53 2.59
H 6.74 6.86 -0.62
H -9.78 -3.40 14.39
*
```

2.
The following is a quantum chemistry calculation of a molecular structure, C32H28IrNO2P2S2, from the Open Molecules 2025 dataset.

- Orbital gap (spin up / spin down): 6.103 / 6.089 eV
- LUMO (spin up / spin down): -0.713 / -0.712 eV

Geometry as ORCA input:
```
! RIJCOSX wB97M-V def2-TZVPD def2/J DEFGRID3
* xyz 0 1
Ir -0.32 0.49 -2.15
S 1.60 0.35 -3.51
S -1.98 0.75 -3.50
P -1.21 1.52 -0.39
P -0.95 -1.00 -0.59
O 7.17 -0.01 0.42
O 5.81 -1.41 1.47
N -2.10 0.09 0.12
C 4.18 -1.47 -0.95
C 0.00 -1.58 0.83
C 1.18 -2.28 0.61
C -2.43 2.84 -0.26
C 4.76 0.86 -1.03
C -1.69 -2.87 -2.48
C 1.47 -2.57 2.98
C 1.28 1.20 0.86
C 3.73 1.08 -1.93
C -0.45 -1.38 2.14
C 1.91 -2.77 1.68
C -1.83 -2.46 -1.15
C 2.21 1.40 1.86
C -4.42 4.76 -0.20
C -2.33 -4.02 -2.92
C -3.31 2.89 0.82
C 4.98 -0.41 -0.52
C -3.26 -4.34 -0.72
C -3.55 4.70 -1.28
C 0.72 2.95 2.93
C 5.99 -0.67 0.54
C -3.12 -4.75 -2.04
C -0.22 2.73 1.94
C 1.93 2.28 2.90
C 0.29 -1.88 3.20
C -2.56 3.73 -1.32
C -4.29 3.86 0.85
C 2.92 0.03 -2.36
C 0.03 1.82 0.91
C 3.18 -1.25 -1.87
C -3.46 0.04 -0.45
C -2.61 -3.20 -0.27
H -4.16 0.51 0.25
H 5.35 1.70 -0.69
H -2.71 -2.90 0.76
H -3.66 5.39 -2.11
H 3.16 0.88 1.83
H -3.22 2.18 1.63
H 2.67 2.45 3.67
H 7.17 0.46 -0.42
H -1.35 -0.82 2.31
H 2.04 -2.95 3.81
H 1.53 0.54 0.04
H -1.16 3.27 1.98
H -2.22 -4.33 -3.94
H 1.53 -2.44 -0.40
H -4.98 3.90 1.68
H -3.53 0.55 -1.42
H -1.10 -2.27 -3.16
H 4.36 -2.46 -0.55
H 0.51 3.66 3.72
H -5.20 5.51 -0.18
H -3.62 -5.64 -2.38
H -0.06 -1.71 4.22
H 2.58 -2.07 -2.24
H -1.90 3.66 -2.17
H -3.77 -0.99 -0.59
H 3.53 2.08 -2.30
H 2.84 -3.30 1.50
H -3.88 -4.91 -0.04
*
```

3.
The following is a quantum chemistry calculation of 2 unconnected molecules or ions with the total composition C4H10S, from the Open Molecules 2025 dataset.

- Orbital gap (spin up / spin down): 8.793 / 3.535 eV
- LUMO (spin up / spin down): -4.009 / -9.267 eV

Geometry as ORCA input:
```
! RIJCOSX wB97M-V def2-TZVPD def2/J DEFGRID3
* xyz 1 2
S 0.76 0.74 0.11
C 0.85 1.58 -1.49
C 2.01 2.59 -1.57
C -1.70 -3.05 1.36
C -2.06 -2.36 2.44
H 2.62 2.29 -2.41
H -1.87 -4.11 1.29
H 1.65 3.61 -1.68
H -1.11 -2.55 0.60
H -0.13 2.09 -1.57
H -0.30 -0.05 -0.01
H -2.01 -1.28 2.48
H 0.88 0.82 -2.27
H 2.62 2.53 -0.67
H -2.21 -2.86 3.39
*
```

Number 2 is which compound? C32H28IrNO2P2S2